[1]
Density functional theory data (ωB97M-V/def2-TZVPD) for the molecule C4H12N2S.

orbital gap = 9.82 eV
ΔE to the lowest compared entry with this formula, charge and spin = 46.4 kJ/mol
energy = -18157.537 eV
total charge = 0
highest occupied orbital energy = -8.90 eV
structure (SMILES) = C[C@H](CS)NCN

Each line ends with the natural charge from an NBO analysis.
Geometry (Å):
C1 -1.1813 -0.9456 0.9394  -0.64
C2 -0.5232 0.0601 -0.0542  -0.06
C3 -1.4812 0.2532 -1.2382  -0.49
S1 -3.1416 0.9821 -0.8021  -0.06
N1 0.7906 -0.4220 -0.5216  -0.65
C4 1.8546 -0.2401 0.4757  -0.06
N2 2.7908 0.8378 0.2038  -0.84
H1 -1.2904 -1.9040 0.4355  0.20
H2 -0.5350 -1.0760 1.8189  0.21
H3 -2.0737 -0.4238 1.2897  0.23
H4 -0.2892 0.9549 0.5318  0.19
H5 -1.0286 0.9727 -1.9172  0.23
H6 -1.7007 -0.7217 -1.6840  0.22
H7 -2.4959 2.0731 -0.2530  0.12
H8 0.7159 -1.3972 -0.7743  0.35
H9 1.3800 -0.0134 1.4391  0.16
H10 2.3711 -1.1685 0.6908  0.19
H11 3.4983 0.5061 -0.4364  0.36
H12 2.3394 1.6721 -0.1439  0.36



[2]
Density functional theory data (ωB97M-V/def2-TZVPD) for the molecule C6H10.

orbital gap = 10.76 eV
ΔE to the lowest compared entry with this formula, charge and spin = 135.8 kJ/mol
energy = -6382.452 eV
total charge = 0
highest occupied orbital energy = -9.56 eV
structure (SMILES) = C[C@H]1[C@H]2CC[C@@H]12

Each line ends with the natural charge from an NBO analysis.
Geometry (Å):
C1 -1.8058 0.3063 -0.0954  -0.62
C2 -0.5346 0.7818 0.5902  -0.23
C3 0.6036 -0.0963 1.0560  -0.23
C4 0.8017 -1.2600 0.0947  -0.40
C5 0.9889 -0.2407 -1.0790  -0.40
C6 0.8080 0.8926 -0.0704  -0.22
H1 -2.5927 0.1084 0.6421  0.21
H2 -1.6611 -0.6154 -0.6684  0.21
H3 -2.1905 1.0644 -0.7894  0.21
H4 -0.7106 1.6138 1.2704  0.22
H5 0.9464 -0.0720 2.0867  0.21
H6 1.7170 -1.8435 0.2408  0.21
H7 -0.0715 -1.9090 0.1568  0.20
H8 0.2831 -0.2462 -1.9198  0.20
H9 2.0013 -0.2714 -1.4941  0.21
H10 1.4167 1.7873 -0.0212  0.21



[3]
Density functional theory data (ωB97M-V/def2-TZVPD) for a structure of composition C18H15AsS4TcTe.

orbital gap = 5.16 eV
ΔE to the lowest compared entry with this formula, charge and spin = 117.5 kJ/mol
energy = -132547.808 eV
total charge = +3
highest occupied orbital energy = -18.27 eV

Each line ends with the natural charge from an NBO analysis.
Geometry (Å):
Tc1 -0.0261 -2.0100 0.2430  0.33
S1 3.8379 -0.7247 0.6689  -0.24
As1 2.9412 -2.9202 1.4640  0.78
S2 1.5855 -3.1929 -0.6113  0.19
S3 0.8050 -2.1229 2.2759  0.12
S4 4.1422 -4.1999 2.4251  -0.05
C1 -4.4030 -3.6066 -0.5055  -0.05
C2 -3.5008 -4.5944 -0.0978  -0.17
C3 -2.1802 -4.2738 0.1508  -0.16
C4 -1.7988 -2.9386 -0.0236  -0.12
C5 -2.6909 -1.9463 -0.4415  -0.24
C6 -4.0110 -2.2762 -0.6781  -0.17
H1 -5.4366 -3.8727 -0.6912  0.27
H2 -3.8270 -5.6189 0.0222  0.27
H3 -1.4809 -5.0399 0.4597  0.26
H4 -2.3693 -0.9044 -0.5599  0.23
H5 -4.7202 -1.5188 -0.9813  0.27
Te1 1.7319 0.0463 0.0400  1.35
C7 1.5386 1.2214 -1.7285  -0.26
C8 0.1886 1.4992 -1.9298  -0.20
C9 -0.1552 2.3524 -2.9643  -0.18
C10 0.8487 2.8840 -3.7683  -0.13
C11 2.1838 2.5825 -3.5412  -0.15
C12 2.5568 1.7254 -2.5102  -0.22
C13 1.1872 1.4353 1.5363  -0.32
C14 -0.1505 1.5924 1.8735  -0.19
C15 -0.4742 2.5516 2.8203  -0.19
C16 0.5297 3.3151 3.4061  -0.13
C17 1.8608 3.1368 3.0544  -0.16
C18 2.2073 2.1833 2.1061  -0.23
H6 -0.5764 1.0830 -1.2785  0.19
H7 -1.1947 2.5968 -3.1343  0.26
H8 0.5794 3.5383 -4.5871  0.27
H9 2.9561 3.0124 -4.1647  0.27
H10 3.6009 1.4896 -2.3522  0.26
H11 -0.9327 0.9899 1.4192  0.20
H12 -1.5091 2.7040 3.0949  0.26
H13 0.2705 4.0589 4.1480  0.26
H14 2.6416 3.7304 3.5103  0.26
H15 3.2440 2.0324 1.8305  0.24



[4]
Density functional theory data (ωB97M-V/def2-TZVPD) for the ion CH4N4O3P with charge +1.

orbital gap = 11.17 eV
ΔE to the lowest compared entry with this formula, charge and spin = 0.0 kJ/mol
energy = -22487.113 eV
total charge = +1
highest occupied orbital energy = -16.54 eV
structure (SMILES) = O=P(O)(O)n1nnc[nH+]1

Each line ends with the natural charge from an NBO analysis.
Geometry (Å):
O1 1.4883 -0.7678 1.2987  -1.07
P1 1.4677 -0.1005 0.0074  2.47
O2 2.2041 1.2500 -0.0525  -0.94
O3 1.9523 -0.9569 -1.1893  -0.92
N1 -0.2642 0.1675 -0.3231  -0.25
N2 -0.8883 0.5855 -1.3746  0.10
N3 -2.1767 0.5727 -1.1333  -0.19
C1 -2.3361 0.1295 0.1010  0.23
N4 -1.1485 -0.1273 0.6308  -0.28
H1 2.2432 1.6366 0.8335  0.55
H2 1.6476 -1.8572 -1.0006  0.54
H3 -3.2429 -0.0380 0.6453  0.27
H4 -0.9465 -0.4942 1.5568  0.50